Entry 1:
A cluster of 7 separate species, C38H68Br2N2O10S7 in total, computed with ωB97M-V/def2-TZVPD.

Cartesian coordinates (Å):
C1 8.18 2.47 0.08
O1 6.96 3.19 -0.21
C2 5.79 2.49 0.36
C3 5.52 1.12 -0.45
C4 3.93 0.73 -0.50
C5 3.61 0.38 -2.02
C6 2.07 0.03 -2.33
C7 1.00 0.69 -1.34
C8 -0.26 1.14 -2.19
C9 -1.55 0.28 -2.24
C10 -1.82 -1.08 -1.46
Br1 -1.71 -0.87 0.54
C11 -0.98 -2.35 -2.01
C12 -0.53 -2.22 -3.54
Br2 0.53 -2.90 -0.79
C13 -2.70 0.82 -3.17
C14 -2.63 2.14 -3.96
C15 -1.34 2.99 -3.88
C16 -0.15 2.49 -2.98
C17 1.12 3.44 -2.94
O2 2.31 3.09 -2.84
C18 0.80 5.03 -3.02
C19 1.71 6.01 -2.15
C20 0.80 6.44 -0.86
C21 -0.28 5.33 -0.45
C22 -0.92 5.57 1.03
S1 -1.25 3.97 1.92
C23 -2.76 3.17 1.28
N1 -3.99 2.83 2.00
N2 -4.93 2.19 1.25
C24 -4.36 2.09 -0.08
O3 -3.09 2.69 -0.02
C25 -0.28 5.47 -3.85
C26 -1.17 4.40 -4.65
O4 -1.65 4.62 -5.78
H1 8.00 1.58 0.79
H2 8.93 3.16 0.63
H3 8.73 2.12 -0.87
H4 6.07 2.30 1.47
H5 4.92 3.24 0.25
H6 5.83 1.35 -1.54
H7 6.18 0.25 -0.11
H8 3.40 1.68 -0.11
H9 3.70 -0.12 0.23
H10 3.99 1.17 -2.77
H11 4.22 -0.57 -2.27
H12 1.99 -1.11 -2.44
H13 1.84 0.45 -3.39
H14 0.78 -0.07 -0.51
H15 1.39 1.64 -0.81
H16 -2.93 -1.34 -1.65
H17 -1.71 -3.24 -1.97
H18 -1.43 -1.76 -4.12
H19 0.35 -1.53 -3.72
H20 -0.33 -3.24 -4.03
H21 -3.67 0.22 -3.25
H22 -3.54 2.47 -4.57
H23 2.01 6.94 -2.75
H24 2.67 5.52 -1.74
H25 1.57 6.59 0.00
H26 0.35 7.46 -1.08
H27 -1.18 5.29 -1.16
H28 0.24 4.30 -0.39
H29 -0.30 6.30 1.65
H30 -1.93 6.08 0.84
H31 -4.90 1.60 -0.96
H32 -0.45 6.60 -3.89
C27 -3.98 -4.46 2.52
S2 -4.62 -5.04 0.93
O5 -3.72 -4.49 -0.14
C28 -6.12 -4.04 0.95
H33 -3.02 -4.94 2.70
H34 -3.86 -3.38 2.50
H35 -4.68 -4.74 3.31
H36 -5.85 -2.98 1.03
H37 -6.74 -4.33 1.80
H38 -6.66 -4.21 0.02
C29 4.76 6.44 0.67
S3 4.66 8.21 0.30
O6 3.42 8.42 -0.51
C30 6.06 8.24 -0.84
H39 3.95 6.18 1.34
H40 4.67 5.86 -0.25
H41 5.72 6.23 1.15
H42 5.89 7.55 -1.66
H43 6.97 7.97 -0.30
H44 6.16 9.26 -1.23
C31 8.80 9.52 -3.89
S4 8.04 7.91 -3.56
O7 8.68 7.36 -2.34
C32 8.76 7.07 -4.99
H45 8.51 10.21 -3.10
H46 9.88 9.42 -3.91
H47 8.44 9.90 -4.85
H48 9.85 7.12 -4.93
H49 8.41 7.53 -5.91
H50 8.45 6.02 -4.96
C33 -3.53 -8.41 5.76
S5 -3.46 -6.78 6.53
O8 -4.22 -5.83 5.65
C34 -1.70 -6.51 6.23
H51 -4.56 -8.77 5.79
H52 -3.20 -8.34 4.72
H53 -2.89 -9.10 6.31
H54 -1.49 -6.56 5.16
H55 -1.12 -7.26 6.76
H56 -1.44 -5.52 6.60
C35 -5.42 -7.42 -1.91
S6 -6.19 -9.02 -1.58
O9 -5.56 -9.57 -0.34
C36 -5.45 -9.87 -2.99
H57 -5.71 -6.72 -1.12
H58 -4.33 -7.52 -1.92
H59 -5.77 -7.04 -2.87
H60 -4.36 -9.82 -2.93
H61 -5.79 -9.41 -3.92
H62 -5.76 -10.91 -2.97
C37 -6.02 -9.87 9.62
S7 -6.66 -10.45 8.04
O10 -5.76 -9.90 6.97
C38 -8.15 -9.44 8.06
H63 -5.06 -10.35 9.81
H64 -5.89 -8.79 9.60
H65 -6.72 -10.15 10.42
H66 -7.89 -8.39 8.13
H67 -8.78 -9.74 8.90
H68 -8.70 -9.62 7.13

Output
- energy (Eh) = -10285.3752
- E_HOMO (eV) = -8.68


Entry 2:
A cluster of 8 separate species, C38H68N11O2PS in total, computed with ωB97M-V/def2-TZVPD.

Cartesian coordinates (Å):
C1 -2.85 -0.46 -0.78
N1 -1.73 -0.12 0.11
C2 -1.15 1.20 -0.20
C3 -0.84 -1.19 0.23
O1 -1.19 -2.20 0.80
C4 0.56 -1.13 -0.32
P1 0.86 -2.32 -1.75
C5 0.53 -1.27 -3.23
C6 1.62 -0.20 -3.28
N2 1.91 0.19 -4.66
C7 -0.47 -3.59 -1.69
C8 -0.26 -4.71 -0.68
S1 1.32 -5.64 -0.67
C9 2.50 -4.47 -0.18
N3 3.69 -4.43 -0.69
N4 4.33 -3.35 -0.08
C10 3.46 -2.84 0.73
O2 2.30 -3.52 0.76
H1 -2.55 -1.03 -1.65
H2 -3.58 -1.06 -0.23
H3 -3.37 0.45 -1.06
H4 -0.49 1.21 -1.07
H5 -0.62 1.56 0.67
H6 -1.97 1.88 -0.35
H7 0.89 -0.15 -0.62
H8 1.21 -1.46 0.47
H9 0.65 -1.88 -4.12
H10 -0.46 -0.82 -3.23
H11 1.36 0.67 -2.69
H12 2.52 -0.63 -2.81
H13 2.56 0.96 -4.67
H14 2.39 -0.57 -5.11
H15 -1.42 -3.10 -1.46
H16 -0.55 -4.01 -2.69
H17 -0.48 -4.38 0.33
H18 -0.97 -5.51 -0.89
H19 3.67 -1.97 1.32
C11 3.00 -3.86 4.14
C12 3.48 -5.05 4.96
C13 3.51 -4.76 6.46
C14 4.43 -3.65 6.75
N5 5.15 -2.78 6.97
H20 3.66 -3.00 4.25
H21 2.95 -4.11 3.09
H22 1.99 -3.55 4.46
H23 4.48 -5.34 4.62
H24 2.83 -5.90 4.79
H25 3.85 -5.63 7.02
H26 2.52 -4.49 6.82
C15 1.69 3.36 -2.74
C16 1.10 4.67 -3.24
C17 0.42 5.47 -2.13
C18 -0.70 4.71 -1.55
N6 -1.56 4.12 -1.09
H27 0.91 2.70 -2.36
H28 2.20 2.83 -3.56
H29 2.42 3.52 -1.94
H30 0.39 4.47 -4.04
H31 1.90 5.28 -3.67
H32 0.02 6.40 -2.52
H33 1.12 5.70 -1.33
C19 -5.37 1.63 -6.13
C20 -5.81 0.64 -5.06
C21 -5.24 0.97 -3.68
C22 -3.78 0.94 -3.69
N7 -2.63 0.93 -3.71
H34 -4.29 1.62 -6.27
H35 -5.82 1.38 -7.09
H36 -5.67 2.64 -5.88
H37 -5.50 -0.37 -5.35
H38 -6.90 0.63 -5.00
H39 -5.59 0.24 -2.94
H40 -5.56 1.96 -3.36
C23 1.15 1.16 3.83
C24 2.34 0.33 3.36
C25 3.44 1.17 2.69
C26 2.92 1.85 1.50
N8 2.52 2.37 0.56
H41 0.66 1.65 2.99
H42 0.42 0.53 4.33
H43 1.46 1.93 4.55
H44 1.99 -0.43 2.66
H45 2.77 -0.19 4.22
H46 4.27 0.54 2.39
H47 3.82 1.92 3.38
C27 2.27 5.32 -7.55
C28 1.68 6.64 -8.03
C29 0.97 7.41 -6.92
C30 -0.14 6.64 -6.35
N9 -1.00 6.03 -5.92
H48 1.50 4.64 -7.18
H49 2.79 4.81 -8.36
H50 2.99 5.48 -6.75
H51 0.97 6.44 -8.84
H52 2.47 7.27 -8.44
H53 0.57 8.35 -7.29
H54 1.67 7.64 -6.11
C31 -2.62 3.05 3.82
C32 -3.22 2.23 4.95
C33 -2.89 2.79 6.34
C34 -1.45 2.82 6.57
N10 -0.31 2.81 6.72
H55 -1.53 3.06 3.87
H56 -2.90 2.64 2.85
H57 -2.97 4.09 3.86
H58 -2.86 1.20 4.88
H59 -4.30 2.19 4.84
H60 -3.35 2.18 7.12
H61 -3.28 3.81 6.44
C35 -1.24 -6.11 3.68
C36 -1.85 -6.95 4.79
C37 -1.48 -6.45 6.19
C38 -0.03 -6.48 6.39
N11 1.11 -6.53 6.51
H62 -0.15 -6.14 3.70
H63 -1.56 -6.48 2.70
H64 -1.56 -5.06 3.75
H65 -1.53 -7.99 4.68
H66 -2.94 -6.94 4.70
H67 -1.94 -7.06 6.96
H68 -1.82 -5.42 6.33

Output
- energy (Eh) = -2980.9841
- energy above the lowest of the compared OMol25 structures with the same formula, charge and spin (eV) = 0.000
- SMILES = CN(C)C(=O)CP(CCN)CCSc1nnco1.CCCC#N.CCCC#N.CCCC#N.CCCC#N.CCCC#N.CCCC#N.CCCC#N
- E_HOMO (eV) = -8.10


Entry 3:
A cluster of 12 separate species, C38H68N6O23S5 in total, computed with ωB97M-V/def2-TZVPD.

Cartesian coordinates (Å):
C1 17.06 13.91 22.79
C2 16.49 14.85 21.79
O1 15.12 14.37 21.41
S1 14.83 12.96 21.94
O2 15.06 12.10 20.86
O3 13.63 12.99 22.69
O4 16.13 12.80 22.88
H1 17.12 14.39 23.77
H2 18.07 13.50 22.51
H3 16.99 14.90 20.84
H4 16.32 15.92 22.05
C3 14.14 16.74 12.57
C4 15.59 16.87 12.90
O5 16.08 15.61 13.41
S2 14.79 14.78 13.93
O6 14.44 15.32 15.17
O7 15.04 13.40 13.71
O8 13.81 15.30 12.87
H5 13.99 16.99 11.54
H6 13.45 17.38 13.14
H7 15.87 17.62 13.68
H8 16.16 17.14 12.05
C5 17.39 12.85 11.63
C6 18.20 14.09 11.58
O9 17.76 14.77 10.33
S3 16.22 14.35 9.96
O10 16.28 13.78 8.69
O11 15.22 15.27 10.31
O12 16.07 13.18 11.07
H9 17.24 12.48 12.64
H10 17.83 12.04 11.02
H11 19.25 13.91 11.49
H12 18.04 14.76 12.37
C7 17.69 8.05 14.67
C8 17.62 8.82 15.99
O13 18.53 9.95 15.83
S4 19.80 9.45 14.86
O14 20.78 8.80 15.70
O15 20.22 10.62 14.20
O16 19.05 8.40 14.06
H13 16.92 8.42 13.98
H14 17.53 6.99 14.74
H15 18.02 8.29 16.85
H16 16.65 9.19 16.23
C9 8.79 15.27 18.22
C10 8.99 13.74 18.06
O17 10.38 13.53 18.31
S5 11.24 14.80 17.65
O18 11.51 14.51 16.31
O19 12.23 15.13 18.63
O20 9.98 15.81 17.66
H17 8.83 15.59 19.27
H18 7.89 15.62 17.70
H19 8.73 13.47 16.99
H20 8.46 13.06 18.75
C11 21.36 10.62 18.82
C12 21.18 11.86 17.96
C13 19.71 12.34 17.88
C14 19.20 12.68 19.19
N1 18.91 13.04 20.28
H21 21.00 10.67 19.85
H22 22.37 10.25 18.87
H23 20.79 9.82 18.39
H24 21.44 11.68 16.89
H25 21.79 12.74 18.30
H26 19.08 11.55 17.52
H27 19.56 13.22 17.20
C15 16.38 6.56 20.72
C16 15.92 7.69 21.68
C17 16.89 8.94 21.48
C18 16.84 9.39 20.14
N2 16.81 9.76 19.05
H28 17.45 6.32 20.97
H29 16.29 6.81 19.66
H30 15.88 5.56 20.84
H31 15.95 7.52 22.74
H32 14.90 8.08 21.53
H33 17.91 8.60 21.82
H34 16.63 9.79 22.14
C19 13.91 18.54 19.91
C20 14.53 18.75 21.30
C21 13.54 18.54 22.45
C22 12.20 19.11 22.25
N3 11.18 19.59 22.00
H35 13.17 19.32 19.67
H36 13.43 17.55 19.94
H37 14.66 18.52 19.12
H38 14.84 19.79 21.33
H39 15.41 18.17 21.49
H40 13.97 18.93 23.36
H41 13.39 17.50 22.67
C23 11.58 9.08 17.11
C24 11.08 9.17 18.54
C25 12.18 9.12 19.65
C26 12.85 7.87 19.60
N4 13.34 6.82 19.57
H42 10.70 9.03 16.47
H43 12.25 8.26 16.80
H44 11.99 10.06 16.87
H45 10.34 8.34 18.71
H46 10.48 10.12 18.70
H47 11.71 9.17 20.64
H48 12.85 10.00 19.73
C27 19.99 17.80 16.20
C28 18.90 16.74 16.14
C29 17.99 17.02 17.32
C30 17.39 18.33 17.34
N5 17.04 19.42 17.31
H49 19.59 18.79 16.12
H50 20.75 17.66 15.40
H51 20.52 17.79 17.12
H52 19.19 15.69 16.30
H53 18.36 16.86 15.15
H54 18.55 16.89 18.26
H55 17.25 16.25 17.41
C31 12.06 8.96 11.80
C32 12.98 10.15 11.86
C33 13.29 10.45 13.36
C34 14.00 9.41 14.05
N6 14.62 8.62 14.62
H56 11.18 9.22 12.42
H57 12.46 8.05 12.26
H58 11.75 8.69 10.75
H59 12.58 11.08 11.51
H60 13.91 10.04 11.29
H61 12.33 10.61 13.87
H62 13.82 11.37 13.42
C35 15.09 13.72 18.27
C36 16.01 12.78 17.48
C37 15.32 11.90 16.48
O21 16.31 11.69 15.49
C38 17.21 12.70 15.60
O22 17.98 12.97 14.71
O23 17.00 13.46 16.64
H63 14.44 13.10 18.89
H64 14.41 14.24 17.56
H65 15.62 14.40 18.94
H66 16.64 12.18 18.17
H67 14.47 12.43 16.11
H68 15.07 10.93 16.91

Output
- energy (Eh) = -5538.5466
- SMILES = C[C@H]1COC(=O)O1.O=S1(=O)OCCO1.O=S1(=O)OCCO1.O=S1(=O)OCCO1.O=S1(=O)OCCO1.O=S1(=O)OCCO1.CCCC#N.CCCC#N.CCCC#N.CCCC#N.CCCC#N.CCCC#N
- E_HOMO (eV) = -10.66